[1]
Computed, not measured: one molecule with the formula C5H5N, with ωB97M-V/def2-TZVPD.

Summary:
Frontier orbital gap = 10.98 eV
Energy above the lowest of the compared OMol25 structures with the same formula, charge and spin = 4.583 eV
DFT total energy = -248.1066 Eh

XYZ file:
```
11
Properties=species:S:1:pos:R:3:forces:R:3
C -2.2464 0.6179 0.1275 0.6696 -1.3022 -0.5499
C -1.4567 -0.3009 0.0275 -0.6894 1.0265 0.0072
C 1.5893 0.8548 -0.2040 -0.4274 -2.0360 1.5614
C 0.8326 -0.1747 0.4654 -0.6106 1.3788 2.8593
C -0.1830 -0.9931 -0.2605 -0.4400 1.2644 -0.1926
N 2.2604 -0.1524 0.1132 0.9298 -0.2970 -0.6254
H -2.9765 1.3816 -0.0192 -0.0358 -0.1071 0.3854
H 1.6739 1.7525 -0.6869 0.3674 2.1150 -1.0363
H 0.5777 -0.1227 1.6387 0.6490 0.0937 -2.6644
H 0.0153 -1.9440 0.1524 -0.7987 -1.6420 -0.0870
H -0.0865 -0.9191 -1.3540 0.3860 -0.4941 0.3422
```
Positions in Å, forces in eV/Å.

Here are the Mulliken charges for atoms 1 to 4, given in e: number 1, C, carries -0.044; number 2, C, carries -0.511; number 3, C, carries -0.347; number 4, C, carries 0.098


[2]
Computed, not measured: one molecule with the formula C5H5N, with ωB97M-V/def2-TZVPD.

Summary:
Frontier orbital gap (alpha / beta) = 6.91 / 9.90 eV
Energy above the lowest of the compared OMol25 structures with the same formula, charge and spin = 7.444 eV
DFT total energy = -248.0015 Eh

XYZ file:
```
11
Properties=species:S:1:pos:R:3:forces:R:3
C -0.4179 -0.3182 0.3990 0.8327 0.4041 1.1915
C 0.0920 0.8925 -0.1351 0.2327 0.4506 -0.9242
C 0.3930 2.0682 -0.5719 -0.0048 0.1626 -0.1483
N -1.8087 -0.4685 0.5029 -0.4473 -0.3221 -0.0691
C 0.3816 -1.5287 0.2086 0.0468 -0.3988 -0.0729
C 1.0174 -2.5372 0.0727 -0.2384 0.3463 -0.0189
H -2.2386 0.0436 -0.2687 0.0100 0.0526 0.0145
H -0.0446 0.1098 1.4125 -0.4983 -0.7523 0.0154
H 1.1498 2.6895 -0.0967 0.0467 -0.0125 -0.0441
H -0.0913 2.4846 -1.4561 -0.0112 0.0705 0.0401
H 1.5672 -3.4358 -0.0672 0.0310 -0.0010 0.0160
```
Positions in Å, forces in eV/Å.

Here are the Mulliken charges for atoms 1 to 4, given in e: number 1, C, carries 0.562; number 2, C, carries -0.296; number 3, C, carries -0.630; number 4, N, carries -0.562


[3]
Computed, not measured: a 2-piece molecular cluster, C5H5N2 overall, with ωB97M-V/def2-TZVPD.

Summary:
Total charge = +1
Frontier orbital gap (alpha / beta) = 7.44 / 7.45 eV
Energy above the lowest of the compared OMol25 structures with the same formula, charge and spin = 4.695 eV
DFT total energy = -302.5113 Eh

XYZ file:
```
12
Properties=species:S:1:pos:R:3:forces:R:3
C -1.4601 1.2782 -2.2173 1.2706 -0.6912 -0.7788
C -2.3577 -1.6744 -0.0793 5.1483 4.3282 -0.5489
C 1.1323 -0.2402 1.2560 -1.0539 -0.7182 -1.3128
C 0.5930 -0.3650 0.0324 0.0403 -1.5010 -1.4387
C -0.7680 0.0614 -0.1548 -1.9959 -2.6447 3.1974
N -3.2885 -2.3068 -0.0439 -3.0581 -2.1869 0.1472
N -1.2293 0.6562 -1.2819 -0.5767 1.3901 -1.6445
H -1.3248 1.6996 -3.2554 -0.8413 -0.2396 1.3960
H 2.0018 -0.8182 1.3900 1.2673 -0.0350 0.6619
H 0.6081 0.2268 2.0652 0.0907 0.3381 0.3414
H 1.0080 -1.0386 -0.7754 -0.0458 1.1931 1.0148
H -1.2328 0.2907 0.8209 -0.2455 0.7669 -1.0349
```
Positions in Å, forces in eV/Å.

Here are the Mulliken charges for atoms 1 to 4, given in e: number 1, C, carries 0.175; number 2, C, carries 0.030; number 3, C, carries -0.612; number 4, C, carries 0.101


[4]
Computed, not measured: one molecule with the formula C5H5N3, with ωB97M-V/def2-TZVPD.

Summary:
Frontier orbital gap = 9.96 eV
Energy above the lowest of the compared OMol25 structures with the same formula, charge and spin = 3.046 eV
DFT total energy = -357.6607 Eh

XYZ file:
```
13
Properties=species:S:1:pos:R:3:forces:R:3
C 1.6208 -0.8511 -0.0346 -2.1654 0.9628 -0.5259
C 0.3133 0.7427 0.1690 -0.9710 0.3394 -2.1038
C -0.8238 1.4101 -0.0919 -4.0236 2.1585 0.0497
C -1.9853 -0.6354 -0.0349 -4.0837 0.6693 0.6879
C 0.1357 -0.5642 0.0279 -0.4622 -6.0674 0.0051
H 1.6872 -1.4077 -0.9669 1.4305 -0.3551 0.3235
H 1.9105 -1.2306 0.9757 0.6128 0.2454 -1.2751
H 2.2100 1.2359 0.4932 -0.3474 -1.4624 -2.3583
H -0.7948 2.5434 -0.1899 -0.6706 -1.5599 -0.2385
H -2.9191 -1.2874 0.2748 1.2480 1.9395 -1.2365
N 1.6722 0.7033 -0.3153 2.4993 1.3760 4.4191
N -2.0803 0.7265 -0.1084 2.9639 0.3409 0.8925
N -0.9466 -1.3854 -0.1990 3.9693 1.4131 1.3602
```
Positions in Å, forces in eV/Å.

Here are the Mulliken charges for atoms 1 to 4, given in e: number 1, C, carries -0.267; number 2, C, carries 0.281; number 3, C, carries -0.390; number 4, C, carries 0.019


[5]
Computed, not measured: one molecule with the formula C5H5N3, with ωB97M-V/def2-TZVPD.

Summary:
Frontier orbital gap (alpha / beta) = 6.74 / 6.25 eV
Energy above the lowest of the compared OMol25 structures with the same formula, charge and spin = 5.041 eV
DFT total energy = -357.5874 Eh

XYZ file:
```
13
Properties=species:S:1:pos:R:3:forces:R:3
C -2.0051 -0.8799 0.3007 -1.0220 -0.4683 -0.4213
C -1.3950 1.6864 0.0189 -0.9300 -0.0827 -1.8017
C 0.8175 1.0560 -0.1576 -1.7740 -3.2092 -0.3548
C -1.8997 0.4787 0.2116 1.8790 -2.9048 1.1709
C 1.5078 -1.3148 0.0832 1.2316 3.0376 0.6050
N -2.1946 -2.0398 0.3000 0.1419 1.2021 0.1747
N -0.1494 1.9686 -0.2901 0.4789 1.8772 0.7493
N 0.6032 -0.1923 0.1200 -2.1637 1.4382 1.1960
H -2.1614 2.4025 -0.2343 -0.0548 0.8635 0.4225
H 1.7163 1.3561 -0.5716 2.3031 0.7754 -0.4231
H 1.5420 -1.8634 1.0346 -0.0604 0.2717 -0.3151
H 1.1555 -1.9250 -0.7024 0.1551 -0.9825 -0.9613
H 2.4631 -0.7330 -0.1128 -0.1846 -1.8181 -0.0412
```
Positions in Å, forces in eV/Å.

Here are the Mulliken charges for atoms 1 to 4, given in e: number 1, C, carries 0.357; number 2, C, carries -0.229; number 3, C, carries 0.156; number 4, C, carries 0.275


[6]
Computed, not measured: one molecule with the formula C5H5N3O, with ωB97M-V/def2-TZVPD.

Summary:
Frontier orbital gap = 8.93 eV
Energy above the lowest of the compared OMol25 structures with the same formula, charge and spin = 2.125 eV
DFT total energy = -432.9657 Eh

XYZ file:
```
14
Properties=species:S:1:pos:R:3:forces:R:3
C -2.0967 -1.3683 0.2458 1.0849 2.3077 -0.8949
C -0.8496 0.6481 -0.1077 0.5607 -0.3480 -0.5468
C -0.0763 -1.6779 1.4404 1.1369 -0.2749 1.6417
C 1.7505 1.3671 -1.2963 -0.0275 0.6755 -1.3699
C 1.3785 0.9797 -0.0883 3.4055 0.7204 0.2072
N -1.1911 -1.9971 1.0549 -0.8377 -0.1449 -0.5800
N -1.9892 -0.1567 -0.2518 -0.3136 -1.0779 0.7121
N 0.3317 0.1990 0.0949 -4.0500 -2.1283 0.6899
O 0.8792 -1.6998 2.1063 -0.2270 0.1749 -0.7532
H -2.9606 -1.9803 -0.0039 0.0385 0.3211 0.0498
H -0.8511 1.7341 -0.3417 -1.0981 -0.5774 0.0623
H 2.7128 1.8599 -1.6075 -1.3445 -0.5473 0.6231
H 0.9655 1.1023 -2.0346 1.0308 0.3955 -0.1035
H 1.9965 0.9899 0.7894 0.6412 0.5037 0.2622
```
Positions in Å, forces in eV/Å.

Here are the Mulliken charges for atoms 1 to 4, given in e: number 1, C, carries 0.145; number 2, C, carries -0.110; number 3, C, carries 0.855; number 4, C, carries -0.621


[7]
Computed, not measured: one molecule with the formula C5H5N5O, with ωB97M-V/def2-TZVPD.

Summary:
Frontier orbital gap = 10.14 eV
Energy above the lowest of the compared OMol25 structures with the same formula, charge and spin = 0.244 eV
DFT total energy = -542.5692 Eh

XYZ file:
```
16
Properties=species:S:1:pos:R:3:forces:R:3
C -2.4916 0.1897 -0.0407 -1.8162 -1.1838 0.3041
C -0.6298 -1.1713 -0.8649 0.2458 -0.9518 -0.4249
C 1.4906 -0.6973 -0.3329 0.4450 -0.1958 -0.8497
C 3.1186 0.3365 0.5111 -1.0932 -1.1101 -1.5299
C -0.2932 0.8456 0.4575 2.3591 -0.1774 0.2271
H -2.8228 0.1402 1.0235 0.4892 0.0969 -0.7018
H -2.7305 1.1756 -0.4082 0.0246 0.2533 -0.1323
H -3.1395 -0.5677 -0.5877 1.1772 0.8553 0.4683
H -1.4754 -1.7773 -1.2784 1.0720 0.5195 0.1991
H 4.1028 0.5451 0.7986 1.1500 0.3708 0.2977
N -1.0671 -0.0807 -0.1730 -2.0217 0.0210 -0.0674
N 0.6041 -1.5264 -1.0157 -0.3990 0.5031 0.6957
N 2.8087 -0.7707 -0.2627 -0.7045 0.1869 0.7308
N 2.1215 1.1146 0.8051 -0.6490 0.1002 0.7360
N 1.0554 0.4314 0.3059 0.0039 0.8243 0.2437
O -0.6518 1.8126 1.0624 -0.2832 -0.1122 -0.1965
```
Positions in Å, forces in eV/Å.

Here are the Mulliken charges for atoms 1 to 4, given in e: number 1, C, carries -0.840; number 2, C, carries 0.344; number 3, C, carries 0.524; number 4, C, carries -0.117


[8]
Computed, not measured: an isolated ion of composition C5H5N6 and charge +1, with ωB97M-V/def2-TZVPD.

Summary:
Total charge = +1
Frontier orbital gap (alpha / beta) = 6.88 / 6.33 eV
DFT total energy = -521.6768 Eh

XYZ file:
```
16
Properties=species:S:1:pos:R:3:forces:R:3
C -0.8745 -0.7843 -1.0977 -1.0631 1.1259 -1.9316
C -0.2159 2.2294 1.9870 0.0939 -1.2340 0.0341
C 0.8917 1.0337 -1.0990 0.2163 1.0237 0.0335
C -0.1250 1.1645 1.0514 -0.1745 1.7828 -0.4212
C -0.7202 -1.0794 0.2705 0.3914 2.2028 1.9752
N -1.1411 -0.4080 -2.1783 0.7983 -0.8513 2.1847
N -0.0190 3.0594 2.7487 -0.2562 0.7567 0.6037
N 0.4566 1.5173 -0.0857 0.8758 -1.2777 -1.8477
N -0.5642 -0.0978 1.2224 -0.8501 -1.4714 -0.1972
N 1.5908 0.7130 -2.1343 -3.6800 0.7593 1.3206
N -0.7130 -2.3302 0.6826 0.1769 -2.7998 -1.0064
H -0.8081 -0.3442 2.1930 0.2594 -0.0199 -0.6130
H 2.5167 0.6219 -2.1158 4.7923 -0.4278 0.6650
H 1.2009 0.4746 -2.9959 -1.2718 -0.1129 -1.5207
H -0.5788 -3.0376 -0.0259 -0.2608 0.0262 0.0269
H -0.8970 -2.7323 1.5771 -0.0478 0.5174 0.6940
```
Positions in Å, forces in eV/Å.

Here are the Mulliken charges for atoms 1 to 4, given in e: number 1, C, carries 0.107; number 2, C, carries -0.007; number 3, C, carries 0.534; number 4, C, carries 0.529


[9]
Computed, not measured: a 2-piece molecular cluster, C5H5NO overall, with ωB97M-V/def2-TZVPD.

Summary:
Frontier orbital gap = 8.50 eV
Energy above the lowest of the compared OMol25 structures with the same formula, charge and spin = 6.821 eV
DFT total energy = -323.2690 Eh

XYZ file:
```
12
Properties=species:S:1:pos:R:3:forces:R:3
O 0.3601 0.2332 1.9726 0.2790 0.3545 -0.4452
C 0.9001 0.2976 0.8804 -0.2438 0.0685 0.1243
C 2.3196 0.5299 0.5335 0.3874 -0.7393 -0.5191
C 3.0614 0.1369 -0.3481 0.3296 0.2363 0.6082
C 0.4990 -0.0723 -0.4367 -1.3813 0.2512 0.1043
C -2.5431 -0.3565 -0.3629 0.2160 0.0545 -0.0335
N -1.5252 0.3266 -0.0396 0.0510 -0.7670 0.0783
H 3.8187 -0.2764 -0.9697 0.1028 0.1482 -0.1294
H 0.5058 0.6250 -1.2601 0.2392 0.2823 0.1781
H -3.1304 -0.8970 0.3844 -0.2393 0.3464 -0.0813
H -2.8372 -0.4515 -1.4084 0.2057 -0.1638 0.0669
H -1.3898 0.3473 0.9727 0.0536 -0.0718 0.0485
```
Positions in Å, forces in eV/Å.

Here are the Mulliken charges for atoms 1 to 4, given in e: number 1, O, carries -0.653; number 2, C, carries 0.906; number 3, C, carries -0.347; number 4, C, carries -0.218


Q: The highest DFT total energy belongs to which entry?
A: number 2


Copy entry 6 word for word.
Computed, not measured: one molecule with the formula C5H5N3O, with ωB97M-V/def2-TZVPD.

Summary:
Frontier orbital gap = 8.93 eV
Energy above the lowest of the compared OMol25 structures with the same formula, charge and spin = 2.125 eV
DFT total energy = -432.9657 Eh

XYZ file:
```
14
Properties=species:S:1:pos:R:3:forces:R:3
C -2.0967 -1.3683 0.2458 1.0849 2.3077 -0.8949
C -0.8496 0.6481 -0.1077 0.5607 -0.3480 -0.5468
C -0.0763 -1.6779 1.4404 1.1369 -0.2749 1.6417
C 1.7505 1.3671 -1.2963 -0.0275 0.6755 -1.3699
C 1.3785 0.9797 -0.0883 3.4055 0.7204 0.2072
N -1.1911 -1.9971 1.0549 -0.8377 -0.1449 -0.5800
N -1.9892 -0.1567 -0.2518 -0.3136 -1.0779 0.7121
N 0.3317 0.1990 0.0949 -4.0500 -2.1283 0.6899
O 0.8792 -1.6998 2.1063 -0.2270 0.1749 -0.7532
H -2.9606 -1.9803 -0.0039 0.0385 0.3211 0.0498
H -0.8511 1.7341 -0.3417 -1.0981 -0.5774 0.0623
H 2.7128 1.8599 -1.6075 -1.3445 -0.5473 0.6231
H 0.9655 1.1023 -2.0346 1.0308 0.3955 -0.1035
H 1.9965 0.9899 0.7894 0.6412 0.5037 0.2622
```
Positions in Å, forces in eV/Å.

Here are the Mulliken charges for atoms 1 to 4, given in e: number 1, C, carries 0.145; number 2, C, carries -0.110; number 3, C, carries 0.855; number 4, C, carries -0.621